*i*
The following is a DFT calculation (the ωB97M-V functional and the def2-TZVPD basis) of a cluster of 2 separate species, C4H12 in total.

Positions of all 16 atoms, in Å:
C  1.9463  -1.6909  -0.5991
C  1.7386  -1.0191  0.7745
H  2.8618  -1.2907  -1.0656
H  2.1304  -2.7813  -0.6942
H  1.1324  -1.4708  -1.2955
H  1.8539  0.1484  0.7813
H  2.3671  -1.3375  1.6125
H  0.6152  -0.9139  1.1174
C  -2.1032  1.7310  -0.6738
C  -1.5809  0.9732  0.5227
H  -3.3209  1.8806  -0.6473
H  -1.6007  2.6252  -0.8296
H  -1.9399  1.0741  -1.5926
H  -2.1057  0.9713  1.4463
H  -1.4765  -0.0939  0.2859
H  -0.5218  1.2229  0.7363

charge: -1
LUMO level (alpha / beta): 4.42 / 4.51 eV
<S²>: 0.750
gap between HOMO and LUMO (alpha / beta): 2.909 / 11.785 eV
spin multiplicity: 2
E_HOMO (alpha / beta): 0.0557 / -0.2673 Ha


*ii*
The following is a DFT calculation (the ωB97M-V functional and the def2-TZVPD basis) of a cluster of 2 separate species, C4H12 in total.

Positions of all 16 atoms, in Å:
C  -0.0512  -0.8729  -1.8153
C  1.3215  -0.2355  -1.7717
H  -0.6126  -0.7276  -2.7364
H  -0.0312  -1.9215  -1.5235
H  -0.7504  -0.4685  -1.0723
H  1.6013  0.3499  -0.8934
H  2.1409  -0.9557  -1.7595
H  1.5599  0.4341  -2.6017
C  0.0391  0.5617  1.5051
C  -1.3467  0.6650  2.0667
H  0.2502  0.9998  0.5377
H  0.8829  0.6311  2.1872
H  0.2933  -0.5040  1.2566
H  -2.1097  0.9916  1.3520
H  -1.4615  1.3682  2.8968
H  -1.7258  -0.3157  2.3715

charge: -1
LUMO level (alpha / beta): 4.37 / 4.59 eV
<S²>: 0.750
gap between HOMO and LUMO (alpha / beta): 2.801 / 11.815 eV
spin multiplicity: 2
E_HOMO (alpha / beta): 0.0576 / -0.2656 Ha


*iii*
The following is a DFT calculation (the ωB97M-V functional and the def2-TZVPD basis) of a cluster of 2 separate species, C4H12 in total.

Positions of all 16 atoms, in Å:
C  -1.7107  0.3585  2.1592
C  -0.5550  -0.4450  1.5275
H  -1.4483  0.6019  3.1903
H  -1.9111  1.2675  1.5954
H  -2.6259  -0.2294  2.2058
H  -0.8378  -1.4601  1.2446
H  0.2755  -0.5262  2.2308
H  -0.1891  -0.0079  0.6038
C  1.3081  -0.6206  -2.1700
C  0.9376  0.7289  -1.5450
H  2.0611  -0.5308  -2.9527
H  1.7600  -1.2753  -1.4170
H  0.4315  -1.1726  -2.5126
H  1.2571  1.5793  -2.1521
H  1.3838  0.8233  -0.5557
H  -0.1368  0.9085  -1.4524

charge: -1
LUMO level (alpha / beta): 4.35 / 4.46 eV
<S²>: 0.750
gap between HOMO and LUMO (alpha / beta): 2.752 / 12.198 eV
spin multiplicity: 2
E_HOMO (alpha / beta): 0.0585 / -0.2843 Ha


Name the least stable of them. *i*.


*i*
The following is a DFT calculation (the ωB97M-V functional and the def2-TZVPD basis) of a cluster of 2 separate species, C3H3IO in total.

Positions of all 8 atoms, in Å:
C  -0.5559  -1.9600  -0.9070
C  -0.3319  -1.0195  -0.1427
C  -0.1551  0.1038  0.8006
O  0.3111  1.1591  0.4436
H  -0.6209  -2.8489  -1.5594
H  -0.2849  -0.1388  1.8882
I  2.5233  3.6727  -0.2325
H  2.1160  2.4126  0.6258

charge: 0
LUMO level: -0.42 eV
structure (SMILES): C#CC=O.I
gap between HOMO and LUMO: 9.158 eV
E_HOMO: -0.3518 Ha


*ii*
The following is a DFT calculation (the ωB97M-V functional and the def2-TZVPD basis) of a cluster of 2 separate species, C3H3IO in total.

Positions of all 8 atoms, in Å:
C  -1.3339  -0.6236  -0.9230
C  -0.5431  -1.0200  -0.0920
C  1.8062  1.3759  -0.7690
O  0.7269  1.6332  -0.2513
I  2.7727  -0.3927  -0.1632
H  -1.6573  0.1078  -1.7181
H  -0.2166  -1.8112  0.4867
H  0.2717  0.8972  0.2277

charge: 0
LUMO level: 0.20 eV
gap between HOMO and LUMO: 8.580 eV
E_HOMO: -0.3081 Ha


Name the least stable of them. *ii*.


*i*
The following is a DFT calculation (the ωB97M-V functional and the def2-TZVPD basis) of the ion C5H13NS with charge -1.

Positions of all 20 atoms, in Å:
C  0.4270  -1.1793  -0.5579
C  -0.2855  -0.1711  -1.3992
C  -1.4029  0.6098  -0.7413
S  -2.5236  -0.3541  0.3322
C  1.1248  -0.4956  0.6414
N  1.7694  0.7877  0.2927
C  3.1112  0.9052  0.8558
H  1.1705  -1.7025  -1.1657
H  -0.3445  -1.8182  -0.1294
H  -0.6135  -0.6565  -2.3248
H  0.3817  0.6255  -1.7714
H  -1.0567  1.4612  -0.1494
H  -2.0272  1.0232  -1.5310
H  -2.0625  0.0861  1.5415
H  0.3447  -0.3222  1.3762
H  1.8375  -1.1432  1.1666
H  1.2245  1.5114  0.7626
H  3.1970  0.7099  1.9278
H  3.4759  1.9031  0.6534
H  3.7718  0.2028  0.3290

charge: -1
LUMO level (alpha / beta): 3.50 / 3.53 eV
<S²>: 0.751
gap between HOMO and LUMO (alpha / beta): 2.551 / 8.586 eV
spin multiplicity: 2
E_HOMO (alpha / beta): 0.0350 / -0.1859 Ha


*ii*
The following is a DFT calculation (the ωB97M-V functional and the def2-TZVPD basis) of a structure of composition C5H13NS.

Positions of all 20 atoms, in Å:
C  2.5184  0.3813  -0.6335
N  1.4588  0.6946  0.3082
C  -0.0714  0.2225  -0.6023
C  -1.2487  0.8044  -0.0154
C  -1.6809  0.2106  1.3865
S  -2.5736  -1.2980  1.1930
C  -0.3079  -1.2853  -0.8842
H  2.7274  1.1824  -1.3714
H  3.4607  0.1256  -0.1246
H  2.2639  -0.5356  -1.3316
H  0.4421  -0.0281  0.5161
H  0.0890  0.8480  -1.4811
H  -0.8701  1.8999  0.1942
H  -2.1067  0.9450  -0.5862
H  -0.7219  0.1346  1.9911
H  -2.4236  0.9377  1.8773
H  0.1219  -0.1921  2.1559
H  0.5678  -1.7148  -1.2990
H  -0.3611  -1.9162  0.1508
H  -1.2842  -1.4167  -1.4439

charge: -1
LUMO level (alpha / beta): 3.81 / 3.80 eV
<S²>: 0.755
gap between HOMO and LUMO (alpha / beta): 6.146 / 6.385 eV
spin multiplicity: 2
E_HOMO (alpha / beta): -0.0857 / -0.0950 Ha


Name the least stable of them. *ii*.


*i*
The following is a DFT calculation (the ωB97M-V functional and the def2-TZVPD basis) of a cluster of 3 separate species, C3H10O3S in total.

Positions of all 17 atoms, in Å:
O  -0.0130  -0.0093  2.0465
C  0.6831  0.4474  1.1882
C  0.2409  0.4420  -0.2984
C  -1.3661  0.3796  -0.2779
S  -1.9697  0.5829  -2.1368
H  1.6234  0.9975  1.4640
H  0.5281  -0.4186  -0.9337
H  0.6625  1.4161  -0.7481
H  -1.5375  -0.5650  0.1805
H  -1.9386  1.1889  0.2763
H  -1.9462  -0.6879  -2.5069
O  -0.1846  -2.9776  0.8035
H  -0.6232  -2.2207  1.2583
H  0.2724  -3.3825  1.4589
O  3.9315  1.0796  0.6669
H  4.0733  0.8766  1.5770
H  3.1823  1.1128  0.3564

charge: 0
LUMO level: 0.55 eV
structure (SMILES): O=CCCS.O.O
gap between HOMO and LUMO: 9.854 eV
E_HOMO: -0.3418 Ha


*ii*
The following is a DFT calculation (the ωB97M-V functional and the def2-TZVPD basis) of a cluster of 3 separate species, C3H10O3S in total.

Positions of all 17 atoms, in Å:
O  2.4142  -0.3251  1.1679
C  2.0523  0.5854  0.4713
C  0.7898  0.5889  -0.3446
C  0.3009  -0.7930  -0.7976
S  -1.4610  -1.0462  -0.3466
H  2.6873  1.4915  0.3731
H  0.9336  1.2282  -1.2197
H  0.0177  1.1608  0.1964
H  0.3582  -0.8705  -1.8758
H  0.8717  -1.5676  -0.3176
H  -1.6585  -2.0334  -1.2296
O  0.0220  -0.1204  3.4860
H  -0.3613  0.5817  2.9442
H  0.6504  -0.4604  2.8302
O  -1.7097  1.8488  -3.0685
H  -2.5145  1.7704  -3.5811
H  -1.9338  1.8351  -2.1342

charge: 0
LUMO level: 0.45 eV
structure (SMILES): O=CCCS.O.O
gap between HOMO and LUMO: 9.857 eV
E_HOMO: -0.3457 Ha


Name the least stable of them. *i*.


*i*
The following is a DFT calculation (the ωB97M-V functional and the def2-TZVPD basis) of the molecule C4H2N2S.

Positions of all 9 atoms, in Å:
N  -1.5859  -1.8993  -0.2915
C  -1.1409  -0.8449  -0.2529
C  -0.6214  0.5090  -0.4169
C  0.7895  0.5557  0.2011
S  1.6937  1.9044  0.1046
C  1.2848  -0.5909  0.6767
N  1.7171  -1.5324  1.2326
H  -0.8620  0.8446  -1.4738
H  -1.2748  1.0538  0.2200

charge: 0
LUMO level: -2.32 eV
structure (SMILES): N#CCC(=S)C#N
gap between HOMO and LUMO: 7.868 eV
E_HOMO: -0.3746 Ha


*ii*
The following is a DFT calculation (the ωB97M-V functional and the def2-TZVPD basis) of the molecule C4H2N2S.

Positions of all 9 atoms, in Å:
C  -1.1364  -1.2315  -1.9056
C  1.7161  1.0856  0.1727
C  -0.2319  0.6414  1.5130
C  -0.9737  -0.5945  -0.7806
N  -1.0818  -1.7810  -2.9458
N  0.9049  0.8008  0.9776
S  -1.4880  -0.2694  0.6148
H  2.6475  0.4626  -0.1970
H  -0.3566  0.8860  2.5509

charge: 0
LUMO level: -1.39 eV
gap between HOMO and LUMO: 7.160 eV
E_HOMO: -0.3143 Ha


*iii*
The following is a DFT calculation (the ωB97M-V functional and the def2-TZVPD basis) of the molecule C4H2N2S.

Positions of all 9 atoms, in Å:
C  0.5350  0.1367  -0.3244
C  -0.6024  -0.5773  -0.4139
C  1.2841  -0.0304  -1.5251
C  0.7883  -0.8720  -2.5698
N  2.3722  0.4501  -1.9983
N  3.1937  0.6368  -2.7299
S  -0.6931  -1.4505  -1.9324
H  0.8487  0.7418  0.5061
H  -1.3957  -0.6617  0.3005

charge: 0
LUMO level: -0.14 eV
gap between HOMO and LUMO: 8.851 eV
E_HOMO: -0.3304 Ha


Name the least stable of them. *ii*.